# 1
Entry from the OMol25 dataset: a structure of composition C31H40F4N6OSSiTi at a distorted geometry (the ωB97M-V functional and the def2-TZVPD basis).

```
85
C31H40F4N6OSSiTi the ωB97M-V functional and the def2-TZVPD basis
Ti -0.15573 -0.50818 0.18717
C 3.96265 0.59623 -0.03972
C 3.48057 -0.83017 0.17605
N 2.28342 -0.94154 1.02363
C 2.40361 -0.14437 2.25995
C 3.55813 -0.50588 3.19103
C 2.06967 -2.35864 1.32860
C 0.84223 -2.63565 2.18581
N -0.29666 -1.81175 1.77557
C -1.40489 -1.85540 2.57662
C -2.43244 -0.90509 2.38533
F -2.24624 0.05492 1.43420
C -3.58799 -0.84544 3.12552
F -4.47327 0.12410 2.84600
C -3.84130 -1.74334 4.14366
C -2.86225 -2.68783 4.36430
F -3.04029 -3.60504 5.32829
C -1.69372 -2.75514 3.62630
F -0.84883 -3.76348 3.93740
H 4.65065 0.62362 -0.88563
H 4.49534 0.97941 0.83176
H 3.14001 1.27262 -0.25927
H 4.30026 -1.42317 0.60837
H 3.23570 -1.29502 -0.78151
H 1.45988 -0.24583 2.79473
H 2.47195 0.90197 1.96352
H 3.44458 -1.50049 3.62453
H 3.58729 0.20736 4.01626
H 4.52585 -0.46436 2.68834
H 2.94210 -2.78620 1.84465
H 2.00407 -2.88536 0.37288
H 1.09756 -2.45533 3.23603
H 0.62767 -3.70518 2.10449
H -4.74632 -1.70943 4.72942
C -0.41388 1.87800 3.18444
Si -0.21232 2.64893 1.49165
C 1.20087 3.87626 1.74923
C -1.79607 3.56912 1.10458
N 0.18471 1.49397 0.25939
C 0.67417 1.89139 -0.95709
C 0.78076 3.23579 -1.39229
C 1.45749 3.60965 -2.53884
C 2.07665 2.66131 -3.34172
C 1.92293 1.32462 -3.00534
C 1.17594 0.95923 -1.90560
O 1.01479 -0.42755 -1.61324
C 0.60978 -1.31773 -2.61195
C 0.18933 -0.95379 -3.88014
C -0.23474 -1.94256 -4.76219
C -0.24083 -3.27812 -4.39565
C 0.17229 -3.62669 -3.11585
C 0.59344 -2.65114 -2.23021
H -0.76714 2.67454 3.84696
H 0.54329 1.53570 3.57909
H -1.12596 1.05930 3.26087
H 0.82387 4.86495 2.02529
H 1.83231 3.99657 0.86930
H 1.83743 3.53198 2.56827
H -2.06390 4.23475 1.92920
H -2.61791 2.86358 0.95899
H -1.71458 4.17434 0.19906
H 0.33189 4.00665 -0.78158
H 1.51798 4.65995 -2.79637
H 2.65462 2.94583 -4.20966
H 2.39052 0.55451 -3.60507
H 0.15070 0.08208 -4.17736
H -0.56809 -1.64928 -5.74970
H -0.56907 -4.03701 -5.09270
H 0.15737 -4.66030 -2.79631
H 0.88271 -2.91569 -1.21984
C -2.79723 2.53800 -3.05184
C -2.96358 1.13890 -3.64111
C -2.73824 0.07348 -2.61424
N -1.81737 0.12428 -1.72660
N -1.78335 -0.99008 -0.91811
C -2.71029 -1.86189 -1.20180
N -2.80688 -3.06510 -0.54482
S -3.69251 -1.38286 -2.53776
H -2.94684 3.29160 -3.82449
H -1.79727 2.65996 -2.63563
H -3.52005 2.71097 -2.25417
H -2.23855 0.98467 -4.44542
H -3.95369 1.01099 -4.08172
H -2.29829 -3.06443 0.33303
H -3.74047 -3.43451 -0.44720
```

Properties
total energy	-3545.71961	a.u.
frontier orbital gap (alpha / beta)	0.1973 / 0.2678	hartree
HOMO level (alpha / beta)	-5.2 / -7.1	eV
multiplicity	3
energy above the lowest of the compared OMol25 structures with the same formula, charge and spin	17.9	kcal/mol



# 2
Entry from the OMol25 dataset: a structure of composition C18H28NO5P2Tl at a distorted geometry (the ωB97M-V functional and the def2-TZVPD basis).

```
55
C18H28NO5P2Tl the ωB97M-V functional and the def2-TZVPD basis
Tl 0.23697 1.44753 0.17119
P 2.45364 -0.38992 -0.45704
C 2.51531 -0.80899 -2.17888
C 1.30638 -1.09126 -2.87240
N 0.10936 -0.54872 -2.40836
C -1.03281 -1.19605 -2.66614
C -1.08293 -2.24534 -3.60242
C 0.08389 -2.64037 -4.28309
C 1.27639 -2.01065 -3.97201
C -2.29681 -0.80346 -1.91562
P -2.13258 0.82028 -1.09907
H 2.22692 -2.26423 -4.44086
H -2.04163 -2.72692 -3.78634
H 0.05563 -3.43128 -5.04165
H -3.13816 -0.79823 -2.61543
H -2.50910 -1.54725 -1.13732
H 2.78054 1.24708 -3.25013
H 3.47246 -0.93272 -2.73315
H 1.31415 2.65746 -3.06098
O 2.82502 2.19748 -3.31529
H 3.62909 2.43851 -2.77455
H 0.31254 2.54144 -1.75868
O 0.39777 2.95005 -2.74729
H 0.61102 3.90081 -2.60046
C -2.65866 1.91005 -2.46582
H -3.68851 1.63896 -2.75383
H -2.64622 2.96680 -2.14507
H -2.00557 1.78415 -3.34748
C -3.54260 0.82211 0.04950
H -3.34457 1.54843 0.85929
H -4.48030 1.10033 -0.46834
H -3.65441 -0.17848 0.50602
C 1.92861 -2.03569 0.17108
H 2.81189 -2.69259 0.19171
H 1.48835 -1.92862 1.17068
H 1.17892 -2.46428 -0.50964
C 4.23887 -0.35563 -0.04465
H 4.33210 -0.15330 1.02881
H 4.69840 -1.32264 -0.28062
H 4.74706 0.44475 -0.59488
O -1.02132 2.44840 4.82389
C -0.82881 1.16225 5.12703
C -0.70466 0.79459 6.47099
C -0.58196 -0.53824 6.81403
C -0.57107 -1.53958 5.82995
C -0.65140 -1.18977 4.47727
C -0.77597 0.15120 4.11328
C -0.74985 0.57935 2.68427
O -0.35599 -0.24966 1.80836
O -1.08160 1.79202 2.40726
H -1.10242 2.47170 3.79014
H -0.72141 1.59550 7.19853
H -0.49806 -0.80205 7.85409
H -0.49713 -2.58752 6.10535
H -0.63482 -1.93780 3.67475
```

Properties
total energy	-1988.21976	a.u.
frontier orbital gap (alpha / beta)	0.1025 / 0.1483	hartree
HOMO level (alpha / beta)	-12.2 / -12.3	eV
total charge	+2
energy above the lowest of the compared OMol25 structures with the same formula, charge and spin	0.0	kcal/mol



# 3
Entry from the OMol25 dataset: a structure of composition C20H31N3O2 at a distorted geometry (the ωB97M-V functional and the def2-TZVPD basis).

```
56
C20H31N3O2 the ωB97M-V functional and the def2-TZVPD basis
C -7.92723 -2.63260 1.00885
C -7.60522 -1.36581 0.11742
C -7.09377 -0.12878 0.97981
C -7.06987 1.08590 0.25126
C -5.96297 0.96402 -0.89474
C -4.67689 1.03086 -0.01407
O -4.53992 1.28207 1.26354
N -3.64930 0.78174 -1.04933
C -2.29892 0.70971 -0.79610
C -1.38444 0.30097 -1.78024
C -0.11285 0.46687 -1.60288
C 0.44376 0.61226 -0.48570
C -0.26934 0.65607 0.57661
C -1.63785 1.01518 0.57377
H -2.29068 1.16429 1.25063
H 0.05626 0.97363 1.79457
N 1.94713 0.25688 -0.14904
C 2.72874 -0.18236 -1.14520
H 3.05245 0.69396 -2.10822
C 4.07501 -0.50686 -0.50818
N 4.73327 0.58058 -0.13484
C 5.96406 0.70082 0.49633
O 6.55687 1.69313 0.94437
C 6.82024 -0.59572 0.20570
C 8.30493 -0.36477 0.32957
C 9.21297 -1.75171 0.23594
H 9.20787 -2.10374 -0.83270
H 8.71345 -2.50075 0.65055
H 10.05761 -1.71166 0.75273
H 8.29977 -0.42719 1.72301
H 8.78947 0.46097 0.09268
H 6.88067 -0.81457 -1.17815
H 6.41314 -1.47130 0.49282
C 3.90132 1.57344 0.28502
C 2.55098 1.12325 0.82936
H 2.00767 2.24813 1.14524
H 2.78108 0.58142 1.54940
H 4.44062 2.30168 1.33958
H 3.74734 2.39167 -0.54782
H 3.80856 -1.19710 0.23134
H 4.79992 -1.06905 -1.25640
H 2.14594 -0.94229 -1.41038
H 0.44575 -0.01732 -2.45580
H -1.90878 0.01303 -2.71536
H -4.00466 0.61773 -1.95060
H -5.88640 2.00212 -1.33652
H -5.99309 0.19509 -1.39378
H -7.93467 1.20384 -0.18728
H -6.90183 1.99052 0.91154
H -6.41478 -0.41993 1.48131
H -7.92483 -0.04340 1.78917
H -7.01626 -1.51825 -0.72733
H -8.51197 -0.99589 -0.44724
H -8.26543 -3.51978 0.38057
H -6.93195 -3.01843 1.50869
H -8.67296 -2.37254 1.91653
```

Properties
total energy	-1094.86291	a.u.
frontier orbital gap	0.3068	hartree
HOMO level	-7.9	eV
energy above the lowest of the compared OMol25 structures with the same formula, charge and spin	420.6	kcal/mol